Formula: C23H31EuF6O3
Source: the Open Molecules 2025 dataset
Level of theory: the ωB97M-V functional and the def2-TZVPD basis

Structure (ORCA input):
```
! wB97M-V def2-TZVPD RIJCOSX def2/J DEFGRID3
* xyz -1 8
Eu -0.162 -0.958 0.087
F 2.714 1.582 4.322
F 2.515 -0.540 3.940
F 0.710 3.144 4.072
F -1.022 2.521 2.904
F 0.863 2.732 1.855
F 2.799 0.781 2.213
O 1.368 3.416 -2.504
O 0.301 -0.897 -2.521
O 0.225 0.088 2.188
C 0.016 0.227 -3.463
C -2.829 0.545 1.610
C -2.450 0.053 2.881
C -0.358 2.441 -1.228
C 1.126 2.381 -1.569
C 0.210 -1.670 -3.863
C -0.648 3.957 -1.296
C -1.177 -2.289 -3.980
C -2.957 -0.572 0.725
C -2.197 -1.332 2.763
C 0.316 2.328 3.042
C 0.445 -3.535 0.577
C 0.494 4.563 -2.182
C 2.190 0.682 3.432
C 1.782 -2.990 0.588
C -2.607 -1.749 1.468
C -0.137 -3.260 1.833
C 1.952 -2.333 1.836
C 0.619 0.796 3.282
C 1.429 -2.562 -4.090
C 0.757 -2.464 2.573
C 0.275 -0.426 -4.769
C 0.045 0.341 4.645
H 2.352 -2.001 -3.871
H 1.756 2.462 -0.658
H -1.368 -2.713 -4.974
H 0.732 1.016 -3.357
H 1.472 -2.945 -5.131
H -0.956 1.801 -1.891
H 2.534 -3.106 -0.200
H -2.625 -2.777 1.100
H 1.270 -0.151 -5.121
H -1.643 4.151 -1.697
H -1.247 -3.099 -3.247
H -1.713 -1.933 3.502
H -1.010 0.568 -3.337
H 1.094 5.268 -1.556
H -0.545 4.342 -0.261
H 1.365 -3.404 -3.395
H -0.560 2.020 -0.244
H 0.534 -2.026 3.526
H 0.473 0.948 5.455
H 2.865 -1.861 2.157
H 1.419 1.377 -1.926
H -3.257 -0.538 -0.323
H -0.475 -0.264 -5.540
H -1.039 0.460 4.674
H 0.124 5.069 -3.114
H -2.974 1.595 1.367
H -0.024 -4.066 -0.252
H -1.093 -3.602 2.210
H -2.443 0.622 3.795
H 0.312 -0.708 4.814
H -1.937 -1.505 -3.876
*
```

Values from the calculation:
**<S²>**: 15.760
**DFT total energy**: -66128.6038 eV
**Energy above the lowest of the compared OMol25 structures with the same formula, charge and spin**: 237.2 kJ/mol
**LUMO energy (alpha / beta)**: 0.0778 / 0.0777 Ha
**Highest occupied orbital energy (alpha / beta)**: -3.08 / -3.21 eV
**Kohn-Sham gap (alpha / beta)**: 5.20 / 5.32 eV

Formula: C10H18O3S
Source: the Open Molecules 2025 dataset
Level of theory: the ωB97M-V functional and the def2-TZVPD basis

Structure (ORCA input):
```
! wB97M-V def2-TZVPD RIJCOSX def2/J DEFGRID3
* xyz 0 1
S -0.812 1.742 -0.118
O -2.230 1.006 -0.196
O -0.447 2.391 -1.297
O -0.766 2.515 1.077
C -2.014 -0.338 -0.782
C -3.154 -1.183 -0.177
C 2.509 3.302 2.093
C -0.293 -0.594 1.120
C -0.272 -2.162 -1.124
C -0.663 -0.882 -0.350
C 0.267 0.300 0.030
C 2.606 -0.112 0.310
C 1.623 0.329 -0.432
C -2.015 -0.136 -2.265
H 3.117 3.966 2.559
H -1.068 -0.331 1.678
H -1.364 0.625 -2.453
H 2.330 -0.351 1.414
H 2.031 3.559 1.178
H 3.067 2.397 2.034
H -1.640 -0.936 -2.902
H -0.094 -1.860 -2.068
H -1.107 -3.018 -0.973
H -2.893 -2.220 -0.358
H -3.003 0.017 -2.826
H 0.310 -1.421 1.623
H 3.528 -0.211 -0.161
H 1.745 0.667 -1.433
H 0.619 -2.468 -0.589
H 1.641 3.072 2.817
H -3.152 -0.914 0.983
H -4.097 -1.074 -0.801
*
```

Values from the calculation:
**DFT total energy**: -27636.0390 eV
**SMILES**: C=C[C@]12C[C@@]1(C)C(C)(C)OS2(=O)=O.C
**Energy above the lowest of the compared OMol25 structures with the same formula, charge and spin**: 238.0 kJ/mol
**LUMO energy**: 0.0218 Ha
**Highest occupied orbital energy**: -9.70 eV
**Kohn-Sham gap**: 10.29 eV

Formula: C6H9N2
Source: the Open Molecules 2025 dataset
Level of theory: the ωB97M-V functional and the def2-TZVPD basis

Structure (ORCA input):
```
! wB97M-V def2-TZVPD RIJCOSX def2/J DEFGRID3
* xyz 1 1
N -2.187 0.962 0.242
N -0.540 -1.533 -0.274
C -1.685 -2.177 -0.015
C 1.100 1.559 -0.010
C 1.400 0.062 -0.231
C -3.016 1.733 0.384
C 1.871 0.893 1.057
C 0.321 -0.755 -0.271
H -3.732 2.421 0.524
H 2.905 1.031 0.933
H 2.226 -0.222 -0.841
H -2.025 -2.457 -0.968
H 1.465 2.220 -0.701
H 0.080 1.780 0.139
H -1.617 -3.071 0.589
H -2.360 -1.436 0.385
H 1.402 0.669 2.100
*
```

Values from the calculation:
**DFT total energy**: -9338.3487 eV
**Energy above the lowest of the compared OMol25 structures with the same formula, charge and spin**: 376.7 kJ/mol
**LUMO energy**: -0.1226 Ha
**Highest occupied orbital energy**: -14.91 eV
**Kohn-Sham gap**: 11.57 eV

Formula: C11H16FNO
Source: the Open Molecules 2025 dataset
Level of theory: the ωB97M-V functional and the def2-TZVPD basis

Structure (ORCA input):
```
! wB97M-V def2-TZVPD RIJCOSX def2/J DEFGRID3
* xyz 0 1
F -2.066 1.940 -1.307
O 3.253 -1.286 -1.422
N -2.452 -0.359 -0.934
C -1.675 -0.745 1.239
C -3.275 -1.361 -0.332
C 2.009 1.569 0.669
C 1.034 -0.722 -0.675
C 0.036 0.350 -0.370
C -2.722 -1.526 1.062
C 2.436 -0.228 -0.964
C 0.597 1.176 0.866
C -2.419 1.029 -0.406
C -1.391 -0.013 0.040
C 2.967 0.387 0.416
H -3.173 -2.302 -0.922
H 2.068 2.154 -0.228
H 2.645 0.633 -1.592
H -0.097 0.926 -1.296
H 3.935 0.700 0.313
H -3.184 1.321 0.355
H 0.351 0.648 1.822
H -4.348 -0.982 -0.429
H -0.124 2.047 0.943
H -0.981 -0.483 2.071
H 1.127 -1.506 0.194
H -3.318 -2.314 1.538
H 2.968 -0.204 1.436
H 2.334 2.181 1.577
H 2.850 -1.838 -2.035
H 0.617 -1.195 -1.628
*
```

Values from the calculation:
**DFT total energy**: -17918.3451 eV
**SMILES**: O[C@@H]1CCC[C@H]([C@]23C=CCN2[C@@H]3F)C1
**Energy above the lowest of the compared OMol25 structures with the same formula, charge and spin**: 30.4 kJ/mol
**LUMO energy**: 0.0334 Ha
**Highest occupied orbital energy**: -8.75 eV
**Kohn-Sham gap**: 9.66 eV

Formula: C11H13ClN2O2STi
Source: the Open Molecules 2025 dataset
Level of theory: the ωB97M-V functional and the def2-TZVPD basis

Structure (ORCA input):
```
! wB97M-V def2-TZVPD RIJCOSX def2/J DEFGRID3
* xyz 2 1
Ti -0.613 0.330 -0.779
Cl 0.582 -0.802 -2.511
S -0.442 -0.417 1.496
O -1.811 -2.777 -0.769
O 2.355 1.599 -0.326
N 2.181 -0.184 2.228
N 1.590 -2.256 1.867
C -1.332 1.967 -2.277
C -1.646 2.235 0.010
C 1.177 -0.983 1.856
C -0.812 2.605 -1.102
C -1.579 -1.646 -0.763
C 3.380 -0.929 2.555
C -3.274 0.284 -2.776
C -2.634 1.319 -0.471
C -2.453 1.155 -1.889
C 2.971 -2.376 2.302
C 1.286 1.175 -0.481
H -3.434 0.849 0.103
H -1.554 2.607 1.030
H -0.977 2.078 -3.302
H 4.214 -0.620 1.917
H -0.058 3.388 -1.091
H 3.584 -2.846 1.527
H 3.657 -0.760 3.600
H 3.038 -2.977 3.215
H -4.270 0.722 -2.929
H 0.991 -3.031 1.600
H -3.415 -0.715 -2.349
H 2.101 0.825 2.266
H -2.801 0.181 -3.759
*
```

Values from the calculation:
**DFT total energy**: -65152.2786 eV
**LUMO energy**: -0.3437 Ha
**Highest occupied orbital energy**: -16.82 eV
**Kohn-Sham gap**: 7.47 eV

Formula: C13H15Cl15F2I2NO5P
Source: the Open Molecules 2025 dataset
Level of theory: the ωB97M-V functional and the def2-TZVPD basis

Structure (ORCA input):
```
! wB97M-V def2-TZVPD RIJCOSX def2/J DEFGRID3
* xyz 0 1
I -1.426 2.846 -0.529
I -2.967 2.722 -3.030
Cl 7.319 2.144 2.187
Cl 7.040 4.930 2.991
Cl -0.845 -2.408 6.946
Cl 0.811 -2.266 4.554
Cl 4.685 -2.457 -6.885
Cl 1.018 -1.208 -2.606
Cl -0.815 0.020 5.337
Cl 6.614 -3.953 -8.474
Cl 2.789 -0.658 0.048
Cl 3.273 -0.119 -4.092
Cl 2.734 -2.981 -4.154
Cl 2.742 -0.980 2.942
Cl 6.783 2.810 4.971
Cl 4.085 1.315 1.754
Cl 4.846 -5.354 -6.631
P -4.500 2.044 0.909
F -1.306 0.329 -3.235
F -1.115 -1.577 -0.171
O -2.770 -1.898 2.647
O -3.644 2.606 2.320
O -5.841 0.873 -1.603
O -3.736 -0.028 -2.509
O -4.851 3.416 -0.094
N -5.953 1.481 1.450
C -4.575 0.503 -1.394
C -3.662 0.574 0.006
C -0.903 -0.090 -0.198
C 3.681 -0.399 1.557
C -0.247 0.455 1.219
C -4.067 -0.848 0.713
C -2.203 0.760 -0.715
C -2.432 0.673 -2.338
C 7.596 3.321 3.483
C -0.707 -1.748 5.307
C 2.013 -1.365 -4.063
C 5.003 -3.978 -7.737
C -3.565 -0.887 2.279
H -3.869 -0.040 3.029
H -1.002 1.017 1.912
H 4.612 -0.969 1.509
H 0.201 -0.472 1.806
H -1.536 -2.134 4.709
H -0.051 0.077 -1.020
H -5.254 -0.965 0.680
H -3.658 -1.765 0.068
H 1.371 -1.225 -4.936
H -6.718 2.073 1.012
H 0.687 1.166 1.001
H 8.670 3.373 3.677
H -2.862 2.012 2.465
H 4.262 -4.089 -8.532
H -5.755 3.322 -0.537
*
```

Values from the calculation:
**DFT total energy**: -244205.1277 eV
**LUMO energy**: -0.0545 Ha
**Highest occupied orbital energy**: -8.33 eV
**Kohn-Sham gap**: 6.85 eV

Formula: C6H12F4
Source: the Open Molecules 2025 dataset
Level of theory: the ωB97M-V functional and the def2-TZVPD basis

Structure (ORCA input):
```
! wB97M-V def2-TZVPD RIJCOSX def2/J DEFGRID3
* xyz 0 1
F 0.875 0.017 1.048
F -0.179 4.155 -0.741
F 1.566 3.020 -0.033
F 2.449 -1.460 0.628
C -1.737 3.416 1.620
C 0.203 3.105 0.053
C 2.207 -0.118 0.762
C -0.219 3.347 1.477
C 3.044 0.456 1.873
C 4.537 0.353 1.576
H 2.387 0.351 -0.227
H -2.143 4.247 1.019
H 4.785 0.891 0.645
H 2.779 -0.088 2.800
H 0.198 2.523 2.088
H -2.010 3.579 2.676
H 2.738 1.512 2.003
H 4.835 -0.703 1.462
H -2.202 2.476 1.277
H 0.259 4.288 1.809
H 5.118 0.795 2.403
H -0.221 2.182 -0.393
*
```

Values from the calculation:
**DFT total energy**: -17287.2268 eV
**SMILES**: CCC(F)F.CCC(F)F
**Energy above the lowest of the compared OMol25 structures with the same formula, charge and spin**: 0.5 kJ/mol
**LUMO energy**: 0.0391 Ha
**Highest occupied orbital energy**: -11.85 eV
**Kohn-Sham gap**: 12.91 eV

Formula: C3H5ClN2O
Source: the Open Molecules 2025 dataset
Level of theory: the ωB97M-V functional and the def2-TZVPD basis

Structure (ORCA input):
```
! wB97M-V def2-TZVPD RIJCOSX def2/J DEFGRID3
* xyz 0 1
Cl -4.468 0.359 -0.195
O -2.315 -1.728 -0.088
N -3.125 -0.074 0.788
N -2.024 0.677 0.753
C -0.990 0.313 0.209
C -1.150 -1.172 -0.521
C 0.363 0.847 0.272
H 0.817 0.916 -0.656
H 0.448 1.901 0.703
H 0.949 0.207 1.046
H -1.148 -1.205 -1.711
H -0.258 -1.643 -0.224
*
```

Values from the calculation:
**DFT total energy**: -20736.8676 eV
**Energy above the lowest of the compared OMol25 structures with the same formula, charge and spin**: 554.8 kJ/mol
**LUMO energy**: -0.0238 Ha
**Highest occupied orbital energy**: -9.45 eV
**Kohn-Sham gap**: 8.80 eV

Formula: C17H14CsF6N3O10S2
Source: the Open Molecules 2025 dataset
Level of theory: the ωB97M-V functional and the def2-TZVPD basis

Structure (ORCA input):
```
! wB97M-V def2-TZVPD RIJCOSX def2/J DEFGRID3
* xyz -2 1
Cs -1.999 -0.230 0.250
S -5.048 -1.025 -2.159
S -5.553 -2.540 0.112
F -5.422 -0.461 -4.676
F -7.780 -2.671 1.525
F -7.319 -0.682 0.823
F -5.088 -2.570 -4.311
F -8.100 -2.159 -0.551
F -6.997 -1.673 -3.813
O 2.152 -0.425 4.000
O -5.821 0.120 -1.762
O -0.537 2.182 1.094
O -5.575 -3.933 0.434
O 0.717 -0.514 1.490
O 1.451 2.067 5.403
O -4.715 -1.653 0.872
O -0.104 3.710 3.524
O 4.820 -1.013 -1.335
O -3.631 -0.846 -2.345
N 0.458 -1.376 -1.767
N -5.431 -2.373 -1.445
N 4.087 0.540 0.149
C 0.996 0.483 -3.180
C 2.581 -0.281 -1.571
C 1.644 -1.237 -1.181
C 3.047 1.434 0.659
C 1.070 1.730 4.292
C 3.932 -0.279 -0.906
C 0.040 1.746 2.122
C 0.149 -0.521 -2.743
C 5.185 -0.602 2.030
C 2.246 0.593 -2.589
C -7.288 -1.971 0.494
C 5.313 0.448 0.932
C 3.224 2.874 0.206
C -5.677 -1.472 -3.833
C 0.658 0.438 2.315
C 0.262 2.555 3.341
C 1.378 0.445 3.598
H 2.072 1.059 0.365
H 1.857 -1.898 -0.351
H 2.947 1.356 -2.906
H 0.681 1.161 -3.962
H 5.505 1.435 1.360
H 2.461 3.495 0.678
H 4.208 3.266 0.477
H 6.131 0.202 0.256
H 6.089 -0.624 2.644
H 3.110 2.957 -0.878
H 4.329 -0.409 2.680
H -0.835 -0.643 -3.188
H 5.049 -1.587 1.581
H 3.072 1.373 1.747
*
```

Values from the calculation:
**DFT total energy**: -81328.1454 eV
**Energy above the lowest of the compared OMol25 structures with the same formula, charge and spin**: 0.0 kJ/mol
**LUMO energy**: 0.1406 Ha
**Highest occupied orbital energy**: -1.18 eV
**Kohn-Sham gap**: 5.00 eV

Formula: C2H4OS2
Source: the Open Molecules 2025 dataset
Level of theory: the ωB97M-V functional and the def2-TZVPD basis

Structure (ORCA input):
```
! wB97M-V def2-TZVPD RIJCOSX def2/J DEFGRID3
* xyz 0 1
S 2.078 1.199 -0.618
S -1.807 -0.523 0.088
O 0.893 -1.041 -0.942
C -0.462 0.308 0.712
C 0.913 0.112 -0.143
H -0.336 1.542 0.885
H -0.342 0.405 1.917
H 0.340 -1.612 -0.329
H -1.275 -0.390 -1.569
*
```

Values from the calculation:
**DFT total energy**: -25853.1315 eV
**Energy above the lowest of the compared OMol25 structures with the same formula, charge and spin**: 324.6 kJ/mol
**LUMO energy**: -0.0150 Ha
**Highest occupied orbital energy**: -8.94 eV
**Kohn-Sham gap**: 8.53 eV

Formula: C6H6N4S
Source: the Open Molecules 2025 dataset
Level of theory: the ωB97M-V functional and the def2-TZVPD basis

Structure (ORCA input):
```
! wB97M-V def2-TZVPD RIJCOSX def2/J DEFGRID3
* xyz 0 1
S -3.427 0.261 0.074
N -0.431 -1.526 0.322
N -0.403 2.116 0.156
N 1.560 0.962 0.130
N -1.809 -1.903 0.029
C 1.801 2.239 -0.048
C -0.624 -0.224 0.265
C 0.586 2.968 -0.054
C -2.045 -0.501 0.157
C 0.720 -2.151 -0.278
C 0.191 0.923 0.280
H 2.735 2.575 -0.039
H 0.440 -2.594 -1.227
H 1.021 -2.959 0.312
H 1.411 -1.410 -0.404
H -2.063 -2.755 0.494
H 0.338 3.981 -0.169
*
```

Values from the calculation:
**DFT total energy**: -23110.7992 eV
**Energy above the lowest of the compared OMol25 structures with the same formula, charge and spin**: 452.4 kJ/mol
**LUMO energy (alpha / beta)**: -0.0610 / -0.0610 Ha
**Highest occupied orbital energy (alpha / beta)**: -8.33 / -8.33 eV
**Kohn-Sham gap (alpha / beta)**: 6.67 / 6.67 eV

Formula: C2H4ClI
Source: the Open Molecules 2025 dataset
Level of theory: the ωB97M-V functional and the def2-TZVPD basis

Structure (ORCA input):
```
! wB97M-V def2-TZVPD RIJCOSX def2/J DEFGRID3
* xyz 0 1
I 1.897 -0.445 -2.274
Cl 1.536 2.065 -0.171
C 0.618 0.712 -0.878
C 0.141 -0.100 0.336
H -0.076 0.515 1.130
H 0.681 -0.899 0.596
H -0.103 1.004 -1.532
H -0.803 -0.681 0.060
*
```

Values from the calculation:
**DFT total energy**: -22761.2616 eV
**SMILES**: C[C@@H](Cl)I
**Energy above the lowest of the compared OMol25 structures with the same formula, charge and spin**: 45.2 kJ/mol
**LUMO energy**: 0.0039 Ha
**Highest occupied orbital energy**: -9.71 eV
**Kohn-Sham gap**: 9.82 eV